# 1
{
  "formula": "C15H14BBrO3",
  "method": "ωB97M-V with the def2-TZVPD basis set",
  "symbols": ["Br", "O", "O", "O", "C", "C", "C", "C", "C", "C", "C", "C", "C", "C", "C", "C", "C", "C", "C", "B", "H", "H", "H", "H", "H", "H", "H", "H", "H", "H", "H", "H", "H", "H"],
  "positions_angstrom": [[1.435575, -1.369786, 5.982765], [3.084924, 0.335123, 0.386608], [0.271657, 0.318855, -0.777015], [-0.223212, -0.363109, -3.045908], [-2.868103, 0.704860, -2.553306], [0.891701, -0.850200, 3.157739], [-4.974920, 0.805177, -1.304865], [-4.245227, 0.953606, -2.468192], [3.101581, -0.462718, 3.952588], [2.606781, -0.414672, -0.734168], [1.210571, -0.346466, 1.900462], [2.543205, -0.032838, 1.621932], [-4.207509, 0.447855, -0.153537], [3.449500, 0.042642, 2.694822], [-2.874451, 0.144891, -0.217182], [-2.192874, 0.233958, -1.400643], [1.530726, 0.320549, -1.483409], [1.238779, -0.200285, -2.971556], [1.845423, -0.958542, 4.168231], [-0.654432, 0.034582, -1.768979], [4.472657, 0.384363, 2.454756], [-4.701507, 1.403991, -3.325922], [-0.135500, -1.226339, 3.278658], [1.638846, -1.159873, -3.249346], [3.810090, -0.534532, 4.758118], [-5.973314, 1.108275, -1.295442], [-2.309607, 0.936227, -3.385248], [0.476888, -0.221891, 1.121750], [-4.770296, 0.132712, 0.692277], [-2.452556, -0.231118, 0.748010], [3.479064, -0.742029, -1.263881], [1.468067, 0.765565, -3.680704], [1.807464, 1.400163, -1.560730], [2.220008, -1.358995, -0.278682]],
  "forces_ev_per_angstrom": [[-0.296, -0.353, -0.314], [-0.753, -0.037, 0.627], [0.431, -0.569, -2.156], [0.883, 0.935, 2.216], [-1.932, -0.680, 3.374], [-0.851, -0.581, 0.086], [3.455, -0.178, 0.716], [0.626, 0.670, -0.601], [0.841, 0.374, -0.877], [-0.710, -1.146, 1.981], [0.826, -0.360, -0.241], [0.928, 0.992, 0.795], [-2.223, -0.563, -1.534], [0.413, -0.698, -0.506], [0.131, -0.728, 1.845], [1.557, 0.455, -2.844], [0.508, 0.782, -1.136], [-1.126, 3.273, -0.386], [-0.890, 0.678, -0.117], [-1.635, -0.400, 0.884], [-0.662, -0.242, 0.354], [-0.439, -0.041, -0.476], [0.534, 0.390, 0.308], [0.706, 0.005, -0.207], [0.312, 0.297, 0.047], [-1.498, 0.046, 0.325], [0.856, 0.214, -2.012], [-0.131, -0.285, 0.208], [-0.186, 0.371, 1.010], [0.102, 0.362, -1.131], [0.384, 0.381, -0.921], [-0.051, -2.952, 1.308], [0.108, -0.838, 0.101], [-0.218, 0.425, -0.725]],
  "lowdin_charge": [0.715, -0.051, 0.095, 0.069, -0.020, -0.104, -0.053, -0.079, -0.152, -0.128, -0.003, -0.246, -0.078, 0.008, -0.069, -0.072, -0.224, -0.036, -0.695, -0.527, 0.128, 0.095, 0.113, 0.117, 0.090, 0.082, 0.081, 0.097, 0.090, 0.128, 0.130, 0.179, 0.166, 0.154],
  "homo_ha": -0.3174,
  "de_lowest_ev": 1.140,
  "energy_ev": -92644.0793,
  "max_force_ev_per_a": 3.95,
  "smiles": "Brc1ccc(OC[C@H]2COB(c3ccccc3)O2)cc1"
}


# 2
{
  "formula": "C9H13BN2",
  "method": "ωB97M-V with the def2-TZVPD basis set",
  "symbols": ["N", "N", "C", "C", "C", "C", "C", "C", "C", "C", "C", "B", "H", "H", "H", "H", "H", "H", "H", "H", "H", "H", "H", "H", "H"],
  "positions_angstrom": [[0.861737, 1.075216, 1.055521], [1.413901, -1.293088, 0.683712], [-1.114042, 0.508359, -1.456346], [-1.421326, -1.611622, -0.405368], [-2.076422, 0.237341, -2.368557], [0.410376, 2.409119, 0.906800], [2.387242, -0.758402, 1.565912], [-2.400676, -1.908962, -1.357964], [2.108392, 0.749677, 1.751008], [-0.788459, -0.398052, -0.450592], [-2.688093, -1.012550, -2.357528], [0.531932, -0.180140, 0.388437], [2.022623, 0.969583, 2.838054], [-2.315738, 0.929003, -3.154939], [-3.489204, -1.209081, -3.037504], [2.266136, -1.276613, 2.524165], [0.261249, 2.803486, 1.875931], [-2.917237, -2.844995, -1.298781], [3.390080, -0.971862, 1.194319], [-0.543825, 1.432511, -1.499622], [-1.093864, -2.318079, 0.376642], [1.148481, 2.985573, 0.349574], [-0.603806, 2.422702, 0.453114], [2.941556, 1.353421, 1.292419], [1.708985, -2.092546, 0.131593]],
  "forces_ev_per_angstrom": [[0.763, -4.196, -0.730], [-0.996, 1.318, -0.969], [0.798, 0.745, 0.754], [-0.356, -0.795, 0.148], [-0.525, -0.582, -1.027], [-0.765, -0.490, -0.556], [0.891, -0.344, 1.315], [0.435, -0.299, 0.648], [0.851, 1.255, 0.179], [1.705, 0.457, -0.127], [-0.478, 0.573, 0.478], [-1.566, 0.286, -0.103], [0.251, 0.145, -0.610], [-0.083, 0.282, -0.171], [-0.218, -0.240, -0.485], [0.408, 0.214, 0.204], [0.059, 0.970, 1.155], [-0.226, -0.413, -0.100], [0.208, 0.291, 0.184], [-0.196, -0.002, -0.149], [-0.478, 0.196, -0.559], [-0.181, 0.422, -0.142], [0.836, 0.027, -0.073], [-0.472, -0.328, 0.656], [-0.662, 0.507, 0.079]],
  "lowdin_charge": [-0.072, 0.100, -0.075, -0.057, -0.090, -0.079, -0.212, -0.083, -0.145, -0.119, -0.092, -0.445, 0.122, 0.100, 0.095, 0.110, 0.070, 0.094, 0.113, 0.103, 0.116, 0.093, 0.096, 0.126, 0.129],
  "homo_ha": -0.3007,
  "de_lowest_ev": 0.000,
  "energy_ev": -13201.8243,
  "max_force_ev_per_a": 4.33,
  "smiles": "CN1CCNB1c1ccccc1"
}


# 3
{
  "formula": "C11H10O3S",
  "method": "ωB97M-V with the def2-TZVPD basis set",
  "symbols": ["S", "O", "O", "O", "C", "C", "C", "C", "C", "C", "C", "C", "C", "C", "C", "H", "H", "H", "H", "H", "H", "H", "H", "H", "H"],
  "positions_angstrom": [[1.847860, 0.642065, -0.201297], [-0.358760, 1.071872, -1.903520], [2.652873, -0.531094, -0.016308], [-1.015919, -2.691336, -0.336785], [-1.304998, -1.427175, -2.540556], [1.306140, 0.273349, 2.456145], [0.405363, 0.178889, -1.155862], [-0.384764, 1.627558, 1.290320], [0.568381, 0.222710, -2.623912], [0.800508, 0.864060, 1.302988], [-1.157348, 1.590318, 2.475590], [0.595470, 0.284742, 3.628120], [-0.633259, 0.938993, 3.635713], [0.057848, -0.992161, -3.281462], [-0.941653, -1.802110, -1.097305], [-1.186508, 0.737961, 4.533208], [-0.921925, 1.927333, 0.373732], [2.397273, -0.061020, 2.468708], [0.822206, -1.800212, -3.071040], [-1.725353, -0.420688, -2.380297], [0.951212, -0.198136, 4.627868], [-2.193514, 1.941467, 2.371949], [-0.037060, -1.004248, -4.378032], [-1.874666, -2.146158, -3.050478], [1.330594, 0.773021, -3.127486]],
  "forces_ev_per_angstrom": [[-2.394, 2.855, 0.664], [0.044, 0.412, -0.180], [1.296, -2.118, 0.232], [-0.076, 1.578, -1.014], [2.391, 1.875, 1.320], [2.560, 0.076, -0.349], [-0.515, -2.440, -0.880], [-0.817, -1.704, 0.744], [-0.418, 0.117, 1.121], [0.551, 0.683, -0.165], [0.844, -0.643, 0.056], [-0.287, -0.004, 1.855], [-0.554, -0.221, -0.954], [-0.565, -2.883, 0.327], [1.677, 0.682, -0.693], [-0.696, 0.637, 0.164], [0.851, 0.158, 0.439], [-1.798, -0.053, -0.332], [-0.633, 0.781, -0.262], [-0.866, -0.607, -0.348], [-0.478, 0.866, -2.183], [0.568, 0.028, 0.619], [-0.395, 0.433, 0.412], [-0.917, -0.842, -0.549], [0.627, 0.334, -0.043]],
  "lowdin_charge": [0.950, -0.054, -0.481, 0.170, -0.084, -0.113, -0.400, -0.072, -0.302, -0.349, -0.061, -0.106, -0.092, -0.118, -0.080, 0.088, 0.111, 0.132, 0.141, 0.118, 0.141, 0.104, 0.118, 0.098, 0.141],
  "homo_ha": [-0.2906, -0.2906],
  "de_lowest_ev": 3.815,
  "energy_ev": -28540.8979,
  "max_force_ev_per_a": 3.78
}


# 4
{
  "formula": "C4H3N3O3",
  "method": "ωB97M-V with the def2-TZVPD basis set",
  "symbols": ["O", "O", "O", "N", "N", "N", "C", "C", "C", "C", "H", "H", "H"],
  "positions_angstrom": [[-1.217988, -2.021724, 0.167441], [0.077258, 0.915504, 1.266257], [-0.944301, -1.257458, 2.222036], [-0.945142, -1.181901, 1.003941], [-2.920515, 1.203237, -0.119063], [-0.038735, 2.385831, -2.013684], [0.025599, -0.034281, -1.058364], [-1.924081, 0.724523, 0.170165], [0.147678, 1.351316, -1.568557], [-0.555034, 0.152364, 0.334939], [0.974873, -0.619004, -0.971267], [-0.781876, -0.419931, -1.573783], [-0.033203, 0.593290, 2.136116]],
  "forces_ev_per_angstrom": [[-0.206, -0.308, 1.305], [1.863, 1.111, -2.286], [-0.067, -0.035, -1.321], [0.759, -0.966, -0.762], [-0.520, 0.141, 0.147], [0.288, 0.663, -0.183], [2.344, 1.665, 2.100], [0.122, 0.175, -0.692], [0.102, -1.070, -0.116], [-2.275, 0.670, 2.270], [-0.894, 0.456, -0.608], [-1.016, -1.579, -1.531], [-0.500, -0.922, 1.677]],
  "lowdin_charge": [0.119, 0.100, 0.127, -0.310, 0.229, 0.193, -0.044, -0.133, -0.195, -0.446, 0.164, 0.105, 0.092],
  "homo_ha": -0.4501,
  "de_lowest_ev": 5.450,
  "energy_ev": -14804.5569,
  "max_force_ev_per_a": 3.56,
  "smiles": "N#CC[C@@](O)(C#N)[N+](=O)[O-]"
}


Q: Number 2 is which compound?
A: C9H13BN2